No. 1
Molecular formula: C27H30BINO2Rh
Method: DFT, wB97M-V/def2-TZVPD

The calculation puts the HOMO energy (spin up / spin down) at -0.600 / -0.622 eV. The orbital gap (spin up / spin down) comes out at 4.34 / 4.36 eV. The calculation puts the lowest unoccupied orbital energy (spin up / spin down) at 0.137 / 0.137 hartree. As for the energy relative to the best compared isomer or geometry (same formula, charge and spin): 27.6 kcal per mole. As for the charge: -2. The calculation puts the total energy at -1685.1162 a.u. The strongest force on any atom comes out at 3.40 eV/Å. The molar mass is 641.2 g/mol.

Each line ends with the natural charge from an NBO analysis.
Atoms and positions in Å:
Rh -0.054 0.643 -0.145  0.510
C -1.063 -2.772 2.627  -0.636
C -0.517 -1.359 2.533  -0.063
C 0.866 -1.154 2.675  -0.045
C 1.740 -2.307 3.122  -0.638
C 1.414 0.092 2.394  -0.024
C 2.917 0.288 2.397  -0.645
C 0.591 1.206 2.064  -0.086
C 1.144 2.619 2.169  -0.635
C -0.806 1.002 1.931  -0.090
C -1.719 2.203 1.905  -0.634
C -1.344 -0.289 2.221  0.085
C -2.846 -0.447 2.212  -0.653
H -1.301 -3.080 3.654  0.186
H -0.338 -3.486 2.232  0.221
H -1.959 -2.888 2.019  0.226
H 1.981 -2.993 2.301  0.224
H 1.238 -2.895 3.894  0.200
H 2.683 -1.962 3.546  0.203
H 3.310 0.578 3.381  0.191
H 3.203 1.056 1.677  0.233
H 3.431 -0.625 2.096  0.214
H 1.218 3.112 1.198  0.236
H 2.136 2.624 2.622  0.203
H 0.499 3.232 2.806  0.195
H -1.946 2.541 2.929  0.180
H -2.650 1.973 1.397  0.227
H -1.265 3.025 1.358  0.232
H -3.238 -0.461 1.188  0.225
H -3.328 0.382 2.736  0.197
H -3.160 -1.365 2.704  0.203
C -1.346 1.359 -1.300  -0.123
C -2.138 0.759 -2.362  -0.212
C -1.839 1.000 -3.708  -0.213
C -2.537 0.363 -4.724  -0.213
C -3.576 -0.512 -4.427  -0.263
C -3.910 -0.727 -3.093  -0.232
C -3.213 -0.087 -2.079  -0.117
H -1.016 1.667 -3.937  0.211
H -2.256 0.538 -5.758  0.189
H -4.095 -1.042 -5.218  0.188
H -4.705 -1.419 -2.840  0.193
H -3.459 -0.267 -1.041  0.197
B 3.961 0.607 -2.813  -0.562
C 2.749 0.875 -1.802  0.322
N 1.893 1.064 -1.050  -0.609
H 3.691 1.113 -3.896  -0.022
H 4.098 -0.603 -2.922  -0.010
H 4.970 1.114 -2.340  -0.029
I 5.476 -4.909 -0.339  0.054
C 3.580 -4.135 -0.709  -0.152
C 2.628 -4.961 -1.286  -0.284
C 1.339 -4.459 -1.442  -0.167
C 1.007 -3.173 -1.027  -0.155
C 1.992 -2.376 -0.467  -0.097
C 3.293 -2.849 -0.297  -0.271
C -0.449 -2.686 -1.159  0.775
O -1.262 -3.554 -1.530  -0.750
O -0.688 -1.504 -0.816  -0.780
H 2.884 -5.958 -1.617  0.204
H 0.554 -5.059 -1.883  0.235
H 1.742 -1.368 -0.173  0.226
H 4.059 -2.214 0.128  0.221



No. 2
Molecular formula: C17H36BBr2N5OP2SiTa
Method: DFT, wB97M-V/def2-TZVPD

The calculation puts the HOMO energy at -18.053 eV. The orbital gap comes out at 7.57 eV. The calculation puts the lowest unoccupied orbital energy at -0.385 hartree. As for the energy relative to the best compared isomer or geometry (same formula, charge and spin): 7.8 kcal per mole. As for the charge: +3. The calculation puts the total energy at -7219.7631 a.u. The strongest force on any atom comes out at 0.22 eV/Å. The molar mass is 768.1 g/mol.

Each line ends with the natural charge from an NBO analysis.
Atoms and positions in Å:
Ta -0.168 -0.292 -0.056  1.905
Br -2.152 -3.735 2.350  0.137
C -1.475 -4.535 0.774  -0.497
Br -0.525 -3.287 -0.431  0.130
H -2.281 -4.942 0.177  0.255
H -0.726 -5.276 1.026  0.265
C 1.893 2.998 0.046  -0.960
P 1.410 1.549 1.024  1.065
C 2.953 0.811 1.603  -0.950
C 0.581 2.240 2.488  -0.732
C -0.798 2.787 2.101  -0.726
P -1.793 1.457 1.345  0.971
C -3.143 2.289 0.464  -0.951
C -2.612 0.627 2.736  -0.944
H 2.356 3.720 0.721  0.285
H 1.043 3.470 -0.444  0.257
H 2.638 2.718 -0.698  0.264
H 3.462 1.521 2.258  0.284
H 3.597 0.592 0.753  0.266
H 2.762 -0.105 2.161  0.273
H 1.219 3.027 2.898  0.283
H 0.506 1.463 3.253  0.270
H -0.712 3.606 1.383  0.254
H -1.322 3.183 2.973  0.284
H -3.635 2.998 1.133  0.283
H -3.887 1.558 0.146  0.249
H -2.767 2.838 -0.400  0.249
H -3.214 1.358 3.278  0.275
H -1.887 0.191 3.421  0.267
H -3.271 -0.164 2.375  0.258
N -1.532 1.617 -3.679  -0.447
C -0.271 2.152 -3.796  -0.013
C 0.397 1.797 -2.667  -0.053
N -0.445 1.063 -1.856  -0.563
C -1.601 0.966 -2.515  0.333
C -2.604 0.103 -1.933  0.351
N -2.227 -0.587 -0.861  -0.581
C -3.324 -1.320 -0.448  -0.068
C -4.353 -1.067 -1.299  -0.018
N -3.878 -0.167 -2.228  -0.452
H -2.255 1.690 -4.382  0.463
H 0.032 2.728 -4.654  0.280
H 1.414 2.012 -2.399  0.250
H -3.286 -1.978 0.405  0.263
H -5.360 -1.447 -1.333  0.282
H -4.421 0.207 -2.996  0.464
B 0.776 -1.559 4.323  -0.652
C 0.367 -1.243 2.919  0.659
N 0.078 -0.963 1.806  -0.861
H 0.103 -2.510 4.645  0.136
H 1.956 -1.806 4.260  0.121
H 0.502 -0.561 4.955  0.102
C 1.974 -2.135 -3.352  -1.153
Si 2.727 -1.576 -1.758  1.850
C 3.944 -0.194 -1.982  -1.154
C 3.326 -2.909 -0.633  -1.156
O 1.318 -0.883 -0.912  -1.021
H 2.741 -2.592 -3.982  0.288
H 1.555 -1.297 -3.914  0.245
H 1.194 -2.884 -3.202  0.253
H 4.584 -0.445 -2.833  0.290
H 4.607 -0.067 -1.125  0.258
H 3.481 0.767 -2.219  0.229
H 4.283 -3.282 -1.007  0.287
H 2.643 -3.757 -0.581  0.261
H 3.501 -2.540 0.380  0.256



No. 3
Molecular formula: C10H19NO4Rb
Method: DFT, wB97M-V/def2-TZVPD

The calculation puts the HOMO energy at -1.899 eV. The orbital gap comes out at 1.87 eV. The calculation puts the lowest unoccupied orbital energy at -0.001 hartree. As for the energy relative to the best compared isomer or geometry (same formula, charge and spin): 116.4 kcal per mole. As for the charge: -1. The calculation puts the total energy at -772.0915 a.u. The strongest force on any atom comes out at 4.06 eV/Å. The molar mass is 302.7 g/mol.

Each line ends with the natural charge from an NBO analysis.
Atoms and positions in Å:
Rb 4.571 -1.148 -5.897  0.751
O 6.891 -6.284 -0.541  -0.760
C 7.180 -5.014 -0.904  0.902
O 7.223 -4.701 -2.060  -0.792
O 7.314 -4.238 0.051  -0.838
H 7.049 -5.869 0.310  0.487
C -1.541 3.206 -1.240  -0.601
C -1.466 2.288 0.009  0.117
C -2.960 1.923 0.365  -0.405
C -3.063 0.672 1.295  -0.394
C -2.430 -0.555 0.650  -0.405
C -0.897 -0.282 0.194  0.159
N -0.655 1.071 -0.406  -0.197
O 0.652 1.308 -0.859  -0.736
C -0.475 -1.359 -0.909  -0.616
C 0.011 -0.534 1.474  -0.643
C -0.876 2.986 1.257  -0.648
H -1.857 2.606 -2.093  0.212
H -0.580 3.624 -1.539  0.227
H -2.286 3.988 -1.089  0.180
H -3.533 1.620 -0.511  0.191
H -3.609 2.704 0.760  0.199
H -4.102 0.372 1.437  0.191
H -2.606 0.854 2.267  0.194
H -2.993 -0.968 -0.186  0.195
H -2.370 -1.273 1.468  0.196
H -1.143 -1.459 -1.765  0.186
H -0.518 -2.344 -0.444  0.182
H 0.510 -1.118 -1.310  0.240
H -0.166 0.287 2.168  0.197
H 1.079 -0.538 1.253  0.229
H -0.304 -1.490 1.891  0.183
H 0.147 3.323 1.092  0.227
H -0.734 2.498 2.221  0.205
H -1.461 3.842 1.592  0.185



> Among the records above, which one has the highest energy relative to the best compared isomer or geometry (same formula, charge and spin)?

C10H19NO4Rb